ORCA calculation (ωB97M-V/def2-TZVPD) on one molecule with the formula C3H4ClF in a non-equilibrium geometry.

Structure (XYZ):
```
9
Properties=species:S:1:pos:R:3:forces:R:3:mulliken_charge:R:1
C 0.381 0.729 0.308 0.85 2.05 2.01 -0.179
C 0.357 -0.722 0.308 -2.42 -2.38 -2.05 0.350
C -0.375 -1.734 -0.202 1.52 0.85 -0.23 -0.798
H 1.393 1.255 0.048 -1.72 -1.54 0.48 0.279
H 0.111 0.999 1.370 0.57 0.23 -0.94 0.231
H 0.316 -2.554 -0.365 -0.54 -0.67 0.76 0.203
H -1.352 -1.911 -0.521 -1.30 0.82 -0.90 0.323
F 1.338 -1.269 0.960 3.73 0.30 1.57 -0.241
Cl -0.864 1.412 -0.685 -0.70 0.34 -0.70 -0.168
```
Positions in Å, forces in eV/Å.

Energy = -676.6961 hartree
E_LUMO = 0.9 eV
Energy relative to the best compared isomer or geometry (same formula, charge and spin) = 119.1 kJ/mol
E_HOMO = -9.24 eV
Spin multiplicity = 1

=====

ORCA calculation (ωB97M-V/def2-TZVPD) on a 2-piece molecular cluster, C6H14N2O2 overall in a non-equilibrium geometry.

Structure (XYZ):
```
24
Properties=species:S:1:pos:R:3:forces:R:3:mulliken_charge:R:1
C -2.344 -2.446 -0.726 2.47 -0.46 -1.95 -0.995
C 1.473 -2.255 0.106 -0.11 1.27 -0.30 -0.675
C -0.979 -1.782 -0.366 0.93 -2.37 -0.39 0.619
O -0.773 -0.628 -0.092 -0.71 0.85 0.34 -0.713
N 0.121 -2.643 -0.419 0.56 -0.87 0.12 -0.230
H -2.111 -3.544 -0.943 -0.32 1.55 -0.79 0.289
H 0.094 -3.594 -0.849 -0.45 1.51 0.74 0.266
H 1.811 -1.227 -0.349 -0.47 -2.16 0.73 0.155
H -2.987 -2.627 0.070 -1.19 0.75 1.82 0.321
H -2.800 -1.813 -1.540 0.27 -1.16 0.80 0.241
H 1.487 -2.136 1.216 -0.43 0.11 -0.78 0.237
H 2.193 -3.089 -0.063 -0.57 0.79 -0.42 0.316
C -0.555 2.421 1.998 2.21 -0.24 -0.24 -0.845
C 1.245 2.142 -1.398 -0.59 6.23 1.54 -1.026
C 0.951 2.664 0.054 0.12 -0.73 -1.14 0.647
O 1.599 3.559 0.565 -0.24 -0.09 0.06 -0.638
N -0.145 2.060 0.591 -0.37 1.23 0.81 -0.160
H -0.346 1.121 0.236 -0.26 0.60 0.43 0.441
H 0.138 1.771 2.565 -0.59 0.57 0.61 0.290
H 2.236 1.939 -1.554 2.55 -0.34 -0.23 0.330
H 0.951 3.079 -2.034 0.55 -1.83 0.82 0.233
H -0.370 3.499 2.318 -0.06 -1.43 -1.06 0.272
H -1.565 2.161 2.240 -0.56 -0.25 -0.32 0.311
H 0.677 1.369 -1.626 -2.72 -3.53 -1.20 0.313
```
Positions in Å, forces in eV/Å.

Energy = -496.9912 hartree
E_LUMO = 0.5 eV
Energy relative to the best compared isomer or geometry (same formula, charge and spin) = 174.2 kJ/mol
E_HOMO = -8.91 eV
Spin multiplicity = 1

=====

ORCA calculation (ωB97M-V/def2-TZVPD) on C9H23N3 as an isolated structure in a non-equilibrium geometry.

Structure (XYZ):
```
35
Properties=species:S:1:pos:R:3:forces:R:3:mulliken_charge:R:1
C 2.534 -2.005 -1.791 0.32 0.58 -0.66 -0.739
C 2.783 -1.248 -0.514 0.10 -0.19 0.19 0.081
C 2.060 0.051 -0.226 -0.45 0.83 -0.08 -0.292
C 2.054 -1.753 0.743 0.36 -0.94 0.90 -0.532
C -1.264 3.233 1.398 -0.18 -0.21 0.20 -1.244
C -0.938 2.490 0.110 0.21 -0.35 0.02 0.006
C -2.086 1.620 -0.430 0.15 0.52 -0.34 -0.650
C -3.717 -0.059 -0.208 -0.68 0.37 0.04 -1.036
C -1.716 -0.298 1.023 0.12 -0.29 0.30 -0.743
H 2.813 -3.886 -1.055 0.07 0.12 -0.21 0.266
H 4.183 -3.140 -1.481 0.12 -0.01 -0.07 0.291
H 2.882 -1.421 -2.671 0.00 -0.28 0.47 0.305
H 1.460 -2.142 -1.981 0.20 -0.16 0.26 0.339
H 3.867 -1.132 -0.320 -0.47 -0.14 -0.09 0.285
H 1.086 0.039 -0.766 0.38 0.28 0.21 0.056
H 2.607 0.989 -0.385 -0.29 -0.09 -0.07 0.324
H 1.094 -0.097 1.681 -0.11 -0.06 -0.06 0.355
H 2.585 -2.446 1.438 -0.34 0.52 -0.42 0.279
H 1.078 -2.198 0.486 0.15 -0.01 -0.10 0.248
H -0.463 3.930 1.648 -0.02 0.01 0.05 0.406
H -2.205 3.790 1.340 0.12 -0.04 -0.12 0.316
H -1.373 2.521 2.225 0.02 0.19 -0.09 0.248
H -0.016 1.892 0.280 -0.53 0.22 -0.20 -0.233
H -0.681 3.199 -0.688 -0.06 -0.10 0.12 0.435
H -2.909 2.297 -0.734 0.28 -0.23 0.17 0.459
H -1.744 1.148 -1.383 -0.07 -0.07 0.41 0.321
H -4.505 0.670 -0.432 -0.08 -0.31 -0.01 0.349
H -4.122 -0.867 0.400 -0.09 0.14 0.21 0.335
H -3.423 -0.525 -1.162 0.37 0.13 0.02 0.365
H -2.198 -0.895 1.820 0.24 0.29 -0.30 0.404
H -1.339 -1.017 0.263 0.02 0.28 0.10 0.303
H -0.879 0.253 1.452 -0.01 -0.21 0.06 -0.067
N 3.224 -3.284 -1.768 -0.30 -0.61 -0.07 -0.652
N 1.936 -0.359 1.190 0.31 0.13 -0.20 -0.562
N -2.667 0.653 0.497 0.13 -0.30 -0.64 -0.025
```
Positions in Å, forces in eV/Å.

Energy = -520.9137 hartree
E_LUMO = 0.9 eV
E_HOMO = -8.78 eV
Spin multiplicity = 1

=====

ORCA calculation (ωB97M-V/def2-TZVPD) on one molecule with the formula C20H16FN5OS in a non-equilibrium geometry.

Structure (XYZ):
```
44
Properties=species:S:1:pos:R:3:forces:R:3:mulliken_charge:R:1
C -4.321 -2.320 0.579 -0.01 0.08 -0.28 -1.168
H -3.282 -2.628 0.654 0.02 -0.07 0.06 0.227
H -4.596 -1.813 1.501 -0.02 0.05 0.12 0.354
H -4.939 -3.207 0.466 -0.07 -0.11 0.02 0.398
C -4.538 -1.379 -0.606 -0.07 -0.66 0.08 -0.198
N -3.707 -0.179 -0.461 -0.18 0.16 -0.12 0.245
C -2.381 -0.063 -0.728 0.30 -0.28 -0.29 0.661
O -1.764 0.970 -0.568 0.13 0.15 0.04 -0.654
C -1.653 -1.302 -1.231 0.18 -0.05 0.44 -0.686
H -0.874 -0.993 -1.929 -0.22 -0.02 -0.02 0.488
H -2.285 -2.075 -1.654 0.01 0.00 -0.03 0.339
S -0.763 -2.047 0.186 -0.49 -0.16 -0.09 -0.257
C 0.810 -1.324 0.008 0.54 0.13 0.18 0.333
N 1.113 -0.776 -1.161 -0.72 -0.25 -0.30 -0.168
N 2.282 -0.241 -1.360 1.13 0.51 -0.02 -0.837
C 3.137 -0.254 -0.358 -0.59 -0.51 0.70 1.218
C 4.478 0.227 -0.197 0.43 0.07 0.27 0.347
C 5.355 0.904 -1.032 0.26 0.03 0.21 -0.744
C 6.598 1.207 -0.513 -0.15 -0.05 -0.03 0.281
C 6.988 0.867 0.778 -0.05 0.03 -0.13 -0.481
C 6.116 0.193 1.614 -0.06 0.00 -0.06 -0.709
C 4.862 -0.125 1.120 0.31 0.35 -0.60 -0.313
N 3.821 -0.791 1.744 -0.14 -0.21 0.42 0.013
C 2.782 -0.875 0.887 -0.56 0.04 -0.88 0.400
N 1.606 -1.434 1.079 0.08 0.05 0.15 -0.589
H 3.827 -1.144 2.687 -0.06 0.01 -0.08 0.188
H 6.407 -0.075 2.617 0.06 -0.02 0.11 0.387
H 7.976 1.138 1.113 0.10 0.04 0.01 0.435
F 7.485 1.863 -1.289 0.00 0.00 0.00 -0.335
H 5.079 1.181 -2.036 0.01 0.05 -0.13 0.551
C -4.507 0.879 0.004 -0.41 0.29 0.12 0.202
C -4.123 2.119 0.482 0.22 0.11 0.04 -0.774
C -5.118 2.994 0.896 -0.08 -0.01 0.01 -0.573
C -6.456 2.645 0.835 -0.13 0.09 0.03 -0.513
C -6.835 1.400 0.351 0.11 0.01 0.02 -0.657
C -5.855 0.525 -0.060 0.22 -0.02 0.05 0.644
C -5.986 -0.853 -0.633 0.03 0.07 -0.20 -0.892
H -6.377 -0.804 -1.652 0.00 -0.05 0.01 0.298
H -6.652 -1.486 -0.047 0.02 -0.07 -0.02 0.423
H -7.877 1.121 0.297 -0.11 -0.03 0.00 0.434
H -7.211 3.344 1.164 -0.06 0.07 0.03 0.381
H -4.837 3.966 1.273 0.03 0.08 0.03 0.394
H -3.084 2.397 0.527 0.02 -0.01 -0.01 0.506
H -4.298 -1.892 -1.542 -0.04 0.09 0.12 0.399
```
Positions in Å, forces in eV/Å.

Energy = -1618.8412 hartree
E_LUMO = -0.3 eV
E_HOMO = -8.22 eV
Spin multiplicity = 1

=====

ORCA calculation (ωB97M-V/def2-TZVPD) on a 2-piece molecular cluster, C3H10N2S overall in a non-equilibrium geometry.

Structure (XYZ):
```
16
Properties=species:S:1:pos:R:3:forces:R:3:mulliken_charge:R:1
C 0.130 -0.010 1.917 -4.29 -1.68 1.63 -0.730
C 1.023 1.131 1.768 0.18 3.36 -1.19 -0.468
S 2.773 1.025 1.240 0.29 -1.15 2.08 -0.206
H 0.506 -0.941 2.309 0.88 -0.25 -0.03 0.352
H -0.529 -0.298 1.062 0.87 0.44 0.21 0.077
H -0.703 0.207 2.777 1.88 -0.07 -1.97 0.249
H 0.980 1.703 2.697 0.63 -0.11 0.02 0.322
H 0.631 1.898 1.031 0.02 -1.03 0.77 0.295
N -0.096 -0.391 -2.109 -3.53 -0.36 -0.16 -0.438
C -1.301 -1.170 -1.894 -0.26 2.98 -2.83 0.164
N -2.303 -0.857 -2.734 1.48 -3.45 2.87 -0.652
H -0.235 0.412 -2.754 0.41 -1.25 0.75 0.236
H 0.781 -0.600 -1.718 0.73 -0.15 0.54 0.198
H -1.342 -1.860 -1.015 0.31 0.34 -1.07 0.282
H -3.020 -1.648 -2.591 0.89 1.89 -0.05 0.229
H 2.705 1.401 0.014 -0.49 0.48 -1.55 0.091
```
Positions in Å, forces in eV/Å.

Energy = -627.9366 hartree
E_LUMO = 0.7 eV
Energy relative to the best compared isomer or geometry (same formula, charge and spin) = 152.3 kJ/mol
E_HOMO = -9.11 eV
Spin multiplicity = 1

=====

ORCA calculation (ωB97M-V/def2-TZVPD) on an isolated ion of composition C9H16IN2O and charge +1 in a non-equilibrium geometry.

Structure (XYZ):
```
29
Properties=species:S:1:pos:R:3:forces:R:3:mulliken_charge:R:1
C -0.965 2.126 0.221 -0.55 0.73 -0.01 -0.050
C -0.316 1.817 -1.109 0.14 0.29 -0.42 0.585
C 0.032 -0.787 -0.822 -0.36 -0.26 0.23 0.883
C 0.419 0.656 -0.396 0.22 -0.31 -0.48 -0.801
C -0.246 0.570 2.046 -0.28 -0.05 -0.47 0.449
C -0.992 -1.349 0.164 0.01 0.44 0.33 -1.244
C 0.559 2.940 -1.648 -0.11 -0.02 0.07 -1.694
C 1.279 -1.674 -0.926 -0.18 0.15 0.00 -1.885
C 0.739 -0.337 2.642 0.28 -0.13 0.01 -1.165
N -0.202 1.078 0.856 0.40 -0.44 1.22 0.256
N -1.168 -2.834 -0.071 -0.21 0.12 -0.27 -0.159
O -1.695 2.908 0.721 0.08 -0.09 -0.07 -0.486
I -2.981 -0.474 -0.192 0.44 -0.45 -0.09 -0.003
H -1.030 1.504 -1.871 -0.04 -0.13 0.12 0.386
H -0.374 -0.691 -1.838 -0.02 0.06 -0.04 0.464
H 1.504 0.772 -0.374 -0.04 0.05 0.00 0.539
H -1.011 0.988 2.693 -0.10 0.12 -0.06 0.462
H 1.274 3.272 -0.899 0.10 0.06 0.05 0.374
H -0.061 3.787 -1.930 -0.01 0.08 -0.04 0.413
H 1.102 2.601 -2.527 0.04 -0.01 -0.05 0.415
H 2.053 -1.152 -1.483 0.09 -0.02 -0.04 0.457
H 1.070 -2.591 -1.474 0.03 -0.12 -0.05 0.469
H 1.684 -1.930 0.052 0.07 -0.05 0.12 0.352
H 1.432 -0.743 1.915 0.01 -0.04 -0.02 0.129
H 0.243 -1.138 3.187 -0.07 -0.01 -0.07 0.339
H 1.297 0.232 3.392 0.04 0.12 0.05 0.412
H -0.314 -3.326 0.212 -0.27 0.07 -0.04 0.326
H -1.380 -3.079 -1.051 -0.03 -0.15 0.17 0.356
H -1.953 -3.148 0.510 0.29 -0.03 -0.16 0.420
```
Positions in Å, forces in eV/Å.

Energy = -834.6490 hartree
E_LUMO = -4.3 eV
Energy relative to the best compared isomer or geometry (same formula, charge and spin) = 0.0 kJ/mol
E_HOMO = -11.17 eV
Net charge = +1
Spin multiplicity = 1